(1)
The following is a DFT calculation (ωB97M-V with the def2-TZVPD basis set) of a molecular structure, C27H26BF2N9S3SbY in a non-equilibrium geometry.

Computed properties:
Gap between HOMO and LUMO = 7.43 eV
Calculated total energy = -3235.3265 Ha
F_max = 0.0233 Eh/bohr
HOMO energy = -7.579 eV

```
70
C27H26BF2N9S3SbY | the OMol25 dataset | ωB97M-V with the def2-TZVPD basis set
Y 0.542 0.323 1.195
C -2.788 1.899 2.519
C -2.928 0.943 1.379
C -4.114 0.598 0.725
C -3.746 -0.341 -0.209
N -2.422 -0.545 -0.114
N -1.902 0.265 0.847
B -1.566 -1.491 -1.020
N -0.661 -0.612 -1.910
C -0.635 -0.475 -3.245
C 0.348 0.430 -3.565
C 0.903 0.821 -2.345
C 2.033 1.780 -2.169
N 0.286 0.193 -1.335
N -0.648 -2.424 -0.162
C -0.478 -3.748 -0.305
C 0.423 -4.183 0.644
C 0.787 -3.035 1.351
C 1.714 -2.919 2.516
N 0.144 -1.976 0.843
N -2.540 -2.403 -1.762
C -3.384 -3.256 -1.125
C -4.106 -3.924 -2.077
C -3.633 -3.410 -3.306
C -4.069 -3.785 -4.687
N -2.697 -2.502 -3.105
H -3.646 2.570 2.544
H -1.879 2.494 2.454
H -2.742 1.358 3.463
H -5.102 0.983 0.916
H -4.344 -0.863 -0.937
H -1.312 -1.042 -3.860
H 0.637 0.761 -4.549
H 2.400 2.084 -3.148
H 2.853 1.326 -1.616
H 1.716 2.673 -1.633
H -1.001 -4.303 -1.065
H 0.773 -5.188 0.805
H 2.080 -3.904 2.799
H 1.195 -2.477 3.367
H 2.576 -2.287 2.296
H -3.408 -3.323 -0.048
H -4.865 -4.673 -1.924
H -4.859 -4.533 -4.640
H -3.238 -4.196 -5.260
H -4.447 -2.917 -5.227
S 3.354 0.453 4.499
Sb 1.162 0.595 5.562
S -0.289 -0.048 3.849
S 2.460 2.355 4.482
F 6.071 -0.706 0.545
C 5.123 0.239 0.677
C 3.799 -0.133 0.784
C 2.788 0.813 0.945
C 3.165 2.178 0.954
C 4.512 2.504 0.820
F 4.928 3.793 0.775
C 5.510 1.560 0.692
C 2.095 3.208 1.016
C 2.315 4.572 1.222
C 1.259 5.461 1.144
C -0.015 4.997 0.851
C -0.175 3.636 0.712
N 0.833 2.765 0.818
H 3.579 -1.196 0.743
H 6.545 1.857 0.598
H 3.301 4.943 1.443
H 1.436 6.517 1.302
H -0.859 5.665 0.750
H -1.148 3.208 0.501
```

And the Mulliken charges, in e, turn out to be:
1. Y 0.227
2. C -1.382
3. C 0.415
4. C -1.585
5. C -0.067
6. N 0.696
7. N 0.180
8. B 0.120
9. N 0.387
10. C 0.136
11. C -1.899
12. C 0.534
13. C -1.108
14. N 0.684
15. N 0.864
16. C -0.040
17. C -1.602
18. C 0.540
19. C -0.888
20. N -0.043
21. N 1.045
22. C -0.464
23. C -1.490
24. C 0.708
25. C -1.262
26. N -1.442
27. H 0.367
28. H 0.225
29. H 0.303
30. H 0.467
31. H 0.436
32. H 0.618
33. H 0.446
34. H 0.427
35. H 0.166
36. H 0.120
37. H 0.469
38. H 0.454
39. H 0.358
40. H 0.164
41. H 0.110
42. H 0.643
43. H 0.399
44. H 0.368
45. H 0.286
46. H 0.295
47. S -0.294
48. Sb 0.514
49. S -0.589
50. S -0.267
51. F -0.363
52. C 0.111
53. C -0.830
54. C 1.084
55. C -0.204
56. C 0.860
57. F -0.369
58. C -0.902
59. C -0.172
60. C -1.152
61. C -0.465
62. C -1.153
63. C -0.680
64. N 1.198
65. H 0.575
66. H 0.498
67. H 0.571
68. H 0.439
69. H 0.458
70. H 0.751

(2)
The following is a DFT calculation (ωB97M-V with the def2-TZVPD basis set) of 2 unconnected molecules or ions with the total composition C27H26Cl4N2O2 in a non-equilibrium geometry.

Computed properties:
Relative energy (zero: lowest compared OMol25 entry of this formula, charge and spin) = 132.9 kJ/mol
Gap between HOMO and LUMO = 5.86 eV
Calculated total energy = -3145.1585 Ha
F_max = 0.0534 Eh/bohr
HOMO energy = -8.166 eV

```
61
C27H26Cl4N2O2 | the OMol25 dataset | ωB97M-V with the def2-TZVPD basis set
Cl -2.727 -0.075 0.798
C -2.551 1.551 1.337
C -2.040 1.812 2.594
Cl -1.552 0.561 3.641
C -1.860 3.164 3.108
O -1.390 3.406 4.214
C -2.277 4.322 2.172
O -2.139 5.485 2.530
C -2.811 3.940 0.871
Cl -3.244 5.233 -0.145
C -2.940 2.619 0.474
Cl -3.544 2.243 -1.088
C 3.962 3.711 3.127
C 3.393 2.610 2.277
C 3.272 1.318 2.792
C 2.753 0.269 2.032
C 2.640 -1.098 2.630
C 2.341 0.531 0.716
N 1.808 -0.540 -0.066
C 0.514 -0.853 -0.149
N 0.328 -1.907 -0.966
C -0.943 -2.263 -1.500
C -1.581 -1.354 -2.364
C -0.935 -0.048 -2.706
C -2.820 -1.694 -2.904
C -3.435 -2.914 -2.613
C -4.770 -3.234 -3.221
C -2.779 -3.803 -1.752
C -1.533 -3.500 -1.192
C -0.862 -4.455 -0.258
C 1.621 -2.331 -1.589
C 2.640 -1.415 -0.953
C 2.450 1.820 0.168
C 2.004 2.101 -1.233
C 2.973 2.846 0.962
H 3.984 4.653 2.572
H 3.369 3.863 4.038
H 4.986 3.481 3.451
H 3.593 1.117 3.816
H 2.209 -1.830 1.943
H 3.627 -1.464 2.943
H 2.010 -1.069 3.529
H -1.568 0.491 -3.419
H -0.829 0.590 -1.819
H 0.055 -0.172 -3.172
H -3.307 -0.986 -3.579
H -5.123 -4.213 -2.889
H -5.524 -2.484 -2.945
H -4.721 -3.240 -4.318
H -3.250 -4.758 -1.508
H -1.508 -5.329 -0.132
H 0.105 -4.818 -0.633
H -0.697 -4.024 0.738
H 1.810 -3.381 -1.362
H 1.576 -2.173 -2.673
H 3.148 -0.795 -1.699
H 3.362 -1.968 -0.348
H 2.192 3.157 -1.450
H 2.549 1.516 -1.988
H 0.930 1.928 -1.382
H 3.056 3.851 0.541
```

And the Mulliken charges, in e, turn out to be:
1. Cl -0.016
2. C 0.116
3. C 0.359
4. Cl -0.142
5. C 0.288
6. O -0.566
7. C 0.277
8. O -0.551
9. C 0.247
10. Cl -0.147
11. C 0.193
12. Cl -0.124
13. C -1.499
14. C 0.805
15. C -0.822
16. C 1.339
17. C -1.748
18. C -0.772
19. N 0.562
20. C -0.446
21. N 0.844
22. C -0.538
23. C 1.526
24. C -0.641
25. C -1.360
26. C 0.661
27. C -1.484
28. C -1.191
29. C 0.852
30. C -1.385
31. C -0.458
32. C -0.463
33. C 1.060
34. C -0.974
35. C -1.318
36. H 0.359
37. H 0.333
38. H 0.333
39. H 0.413
40. H 0.217
41. H 0.363
42. H 0.364
43. H 0.464
44. H -0.264
45. H 0.262
46. H 0.347
47. H 0.367
48. H 0.317
49. H 0.325
50. H 0.269
51. H 0.428
52. H 0.255
53. H 0.272
54. H 0.314
55. H 0.311
56. H 0.195
57. H 0.293
58. H 0.432
59. H 0.249
60. H 0.039
61. H 0.261

(3)
The following is a DFT calculation (ωB97M-V with the def2-TZVPD basis set) of a molecular structure, C27H26ClCrN4O7S2.

Computed properties:
Relative energy (zero: lowest compared OMol25 entry of this formula, charge and spin) = 0.0 kJ/mol
Gap between HOMO and LUMO (spin up / spin down) = 7.72 / 8.20 eV
Calculated total energy = -4091.0366 Ha
F_max = 0.0176 Eh/bohr
Spin multiplicity = 2
HOMO energy (spin up / spin down) = -8.536 / -8.551 eV

```
68
C27H26ClCrN4O7S2 | the OMol25 dataset | ωB97M-V with the def2-TZVPD basis set
Cr -0.684 -0.526 -0.889
O 0.520 -0.207 -4.638
S 0.568 0.069 -3.237
O 0.959 -1.020 -2.322
N -0.833 0.521 -2.547
C -2.022 0.315 -3.317
C -2.428 1.067 -4.372
C -3.631 0.729 -5.045
C -4.388 -0.335 -4.651
C -3.972 -1.129 -3.549
C -4.679 -2.251 -3.057
C -4.188 -2.943 -1.993
C -2.983 -2.520 -1.389
N -2.307 -1.489 -1.823
C -2.788 -0.789 -2.896
C 1.653 1.423 -2.966
C 1.312 2.457 -2.104
C 2.236 3.471 -1.891
C 3.466 3.445 -2.528
C 3.788 2.407 -3.394
C 2.880 1.387 -3.622
H -1.838 1.914 -4.696
H -3.947 1.334 -5.884
H -5.307 -0.583 -5.165
H -5.606 -2.546 -3.533
H -4.705 -3.801 -1.586
H -2.571 -3.037 -0.532
H 0.356 2.472 -1.601
H 1.989 4.282 -1.218
H 4.181 4.238 -2.350
H 4.745 2.398 -3.897
H 3.116 0.580 -4.302
C 0.880 -0.478 5.459
C -0.307 0.065 4.681
N -0.866 -0.916 3.743
C -2.086 -1.622 4.138
C -1.821 -2.915 4.894
C -0.266 -1.107 2.563
S -0.816 -2.483 1.635
N 0.769 -0.359 2.269
C 1.349 0.090 1.174
O 0.799 0.307 0.063
C 2.791 0.456 1.276
C 3.371 0.735 2.509
C 4.713 1.069 2.584
C 5.484 1.108 1.429
C 4.908 0.819 0.200
C 3.561 0.502 0.120
H 1.272 0.294 6.122
H 1.676 -0.787 4.784
H 0.594 -1.335 6.068
H -0.037 0.958 4.121
H -1.120 0.334 5.354
H -2.675 -1.798 3.239
H -2.653 -0.924 4.753
H -1.109 -3.550 4.364
H -2.745 -3.482 5.012
H -1.415 -2.722 5.888
H 2.759 0.705 3.400
H 5.158 1.300 3.543
H 6.534 1.363 1.488
H 5.506 0.843 -0.701
H 3.101 0.273 -0.833
O -3.458 0.927 -0.547
Cl -2.218 0.774 0.206
O -2.489 0.185 1.512
O -1.564 2.072 0.354
O -0.467 -2.035 0.128
```

And the Mulliken charges, in e, turn out to be:
1. Cr -0.536
2. O -0.667
3. S 1.240
4. O -0.478
5. N 0.025
6. C -0.584
7. C -0.345
8. C -0.814
9. C -0.944
10. C 0.805
11. C -0.655
12. C -0.963
13. C 0.039
14. N 0.616
15. C 0.862
16. C 0.158
17. C -0.124
18. C -0.732
19. C -0.499
20. C -0.663
21. C -0.364
22. H 0.498
23. H 0.400
24. H 0.405
25. H 0.436
26. H 0.405
27. H 0.339
28. H 0.439
29. H 0.439
30. H 0.407
31. H 0.422
32. H 0.464
33. C -1.076
34. C -0.708
35. N 0.308
36. C -1.219
37. C -1.036
38. C 0.618
39. S -0.090
40. N 0.105
41. C -0.046
42. O 0.568
43. C 0.047
44. C -0.205
45. C -0.777
46. C -0.422
47. C -0.852
48. C -0.192
49. H 0.344
50. H 0.259
51. H 0.322
52. H 0.431
53. H 0.399
54. H 0.512
55. H 0.524
56. H 0.287
57. H 0.394
58. H 0.309
59. H 0.408
60. H 0.412
61. H 0.391
62. H 0.448
63. H 0.561
64. O -0.688
65. Cl 1.603
66. O -0.654
67. O -0.725
68. O -0.590